{"formula": "C19H24N2O6", "method": "ωB97M-V with the def2-TZVPD basis set", "e_homo_ev": -8.17, "fmax_ev_per_a": 16.9, "multiplicity": 1, "lumo_energy_ev": 0.1, "e_above_lowest_kcal_mol": 474.5, "gap_ev": 8.313, "total_energy_ev": -35339.36229, "species": ["O", "C", "N", "C", "O", "N", "H", "C", "C", "C", "C", "C", "O", "H", "H", "H", "H", "H", "H", "C", "H", "H", "O", "C", "O", "C", "C", "H", "C", "C", "C", "C", "C", "C", "H", "H", "C", "H", "H", "H", "H", "H", "C", "H", "H", "H", "H", "H", "O", "H", "H"], "coordinates": [[2.737, -2.218, 0.722], [2.077, -1.677, -0.133], [2.227, -0.316, -0.625], [3.118, 0.523, -0.298], [3.039, 1.466, -0.946], [3.905, 0.067, 0.690], [3.842, -0.938, 1.119], [5.071, 1.006, 0.877], [6.304, 0.511, 0.285], [6.888, 0.559, -0.895], [8.010, 0.085, -0.887], [8.120, -0.521, 0.246], [7.215, -0.446, 1.019], [9.016, -1.129, 0.828], [8.723, -0.250, -1.864], [6.327, 1.110, -1.569], [5.235, 0.825, 2.140], [4.835, 1.940, 0.723], [1.504, 0.037, -1.355], [0.645, -2.332, -0.546], [0.670, -2.418, -1.849], [0.521, -3.292, -0.091], [-0.533, -1.623, -0.193], [-1.063, -0.691, -0.833], [-0.425, -0.166, -2.230], [-2.209, -0.154, -0.471], [-3.292, -1.480, -0.195], [-3.509, -1.661, -1.148], [-4.666, -0.734, 0.499], [-5.141, 0.271, -0.536], [-4.151, 1.535, -0.919], [-3.869, 2.116, 0.315], [-3.218, 1.180, 1.454], [-1.988, 0.413, 0.837], [-1.267, 1.265, 0.682], [-1.492, 0.031, 1.602], [-4.233, 0.032, 1.528], [-5.177, 0.465, 2.392], [-3.874, -0.650, 2.431], [-3.131, 1.777, 2.470], [-3.042, 2.868, 0.417], [-4.882, 2.661, 1.095], [-2.981, 0.785, -1.424], [-2.204, 1.473, -1.629], [-3.203, 0.386, -2.471], [-4.429, 2.074, -1.595], [-5.341, -0.315, -1.494], [-5.966, 0.585, -0.161], [-5.444, -1.690, 0.501], [-6.425, -1.375, 1.021], [-2.870, -1.972, 0.465]], "atomic_forces_ev_per_a": [[0.23, -0.47, -0.56], [-3.17, 2.62, -0.04], [-7.90, -9.23, -2.15], [2.27, -3.62, 3.73], [2.15, 8.62, -3.00], [2.37, 1.49, 1.03], [0.13, 2.63, -1.43], [0.96, -7.99, 6.46], [-0.19, -2.00, 2.52], [-11.40, 6.71, -0.80], [13.82, -5.72, -7.80], [11.16, -6.10, 2.01], [-8.68, 3.88, 4.64], [-1.82, 1.40, -2.44], [-1.93, 1.52, 3.02], [-0.47, 0.98, -1.93], [-0.09, 1.14, -3.40], [-1.30, 4.78, -1.10], [1.19, -1.11, 1.34], [2.09, 0.57, -5.00], [-0.23, 0.21, 3.94], [0.25, -0.42, 0.24], [1.12, -1.20, 1.97], [7.78, 1.49, -12.04], [-2.54, -2.99, 7.43], [-8.89, -1.05, 1.54], [-3.03, 10.09, -1.82], [-1.01, -2.18, -3.42], [7.16, 3.85, -8.21], [4.61, -0.74, -5.60], [0.86, -10.73, 6.73], [0.91, 4.66, 8.84], [-2.24, -1.32, -2.41], [-0.67, 7.90, 0.47], [-0.22, -0.22, -0.31], [1.89, -3.43, 2.98], [-0.30, 1.80, 13.37], [1.65, -0.91, -3.11], [-0.07, 0.61, -1.70], [0.24, -1.55, -2.28], [-1.05, 0.35, -1.23], [2.71, -1.49, -3.00], [2.63, -0.31, -2.09], [0.89, 1.23, -0.64], [0.36, -0.20, 1.63], [-3.87, 6.18, -7.46], [0.03, 0.82, 1.10], [-5.84, 2.40, 2.16], [-10.22, -5.72, 4.22], [3.94, -1.40, -2.12], [3.72, -5.81, 5.70]], "mulliken_charge": [-0.656, 0.653, -0.091, 0.748, -0.636, -0.166, 0.343, -1.347, 0.483, -0.308, -0.592, 0.023, -0.250, 0.263, 0.183, 0.574, 0.220, 0.608, 0.216, -0.655, 0.332, 0.352, -0.169, -0.722, -0.747, 2.954, -3.217, 0.783, 1.641, -1.721, -0.762, -0.896, 0.128, -2.440, 0.466, 0.897, -1.450, 0.300, 0.290, 0.301, 0.422, 0.270, -1.222, 0.608, 0.273, 1.214, 0.310, 0.977, -0.586, 0.436, 1.365]}

=====

{"formula": "C28H33F2N4", "method": "ωB97M-V with the def2-TZVPD basis set", "e_homo_ev": -9.06, "fmax_ev_per_a": 1.8, "multiplicity": 1, "total_charge": 1, "lumo_energy_ev": -5.3, "e_above_lowest_kcal_mol": 0.0, "gap_ev": 3.757, "total_energy_ev": -40959.94334, "species": ["C", "C", "C", "F", "C", "C", "C", "C", "C", "C", "F", "C", "C", "C", "C", "C", "C", "H", "H", "H", "H", "H", "H", "H", "H", "H", "H", "H", "H", "H", "C", "C", "N", "C", "C", "N", "C", "C", "N", "C", "C", "C", "C", "N", "C", "C", "C", "H", "H", "H", "H", "H", "H", "H", "H", "H", "H", "H", "H", "H", "H", "H", "H", "H", "H", "H", "H"], "coordinates": [[-5.665, -0.260, 4.648], [-4.942, -0.275, 3.353], [-5.059, -1.363, 2.489], [-5.898, -2.383, 2.869], [-4.378, -1.469, 1.292], [-3.373, -0.496, 0.972], [-2.424, -0.602, -0.083], [-2.296, -1.679, -0.994], [-2.669, -3.032, -0.709], [-2.557, -3.984, -1.703], [-2.979, -5.265, -1.445], [-2.037, -3.725, -2.969], [-1.920, -4.816, -3.965], [-1.636, -2.406, -3.239], [-1.749, -1.417, -2.283], [-3.349, 0.676, 1.790], [-4.110, 0.778, 2.938], [-5.559, 0.726, 5.104], [-6.733, -0.477, 4.533], [-5.252, -0.999, 5.348], [-4.599, -2.291, 0.616], [-1.830, 0.282, -0.276], [-3.026, -3.314, 0.278], [-1.387, -4.442, -4.841], [-1.365, -5.672, -3.563], [-2.899, -5.183, -4.295], [-1.230, -2.175, -4.224], [-1.431, -0.397, -2.493], [-2.697, 1.496, 1.482], [-4.063, 1.675, 3.559], [2.153, 2.218, -4.539], [1.959, 3.158, -3.362], [2.637, 2.717, -2.135], [3.602, 3.654, -1.613], [4.580, 3.005, -0.662], [3.940, 2.060, 0.217], [4.589, 1.849, 1.484], [4.266, 0.490, 2.058], [2.868, 0.163, 1.928], [2.405, -0.924, 2.800], [1.252, -0.535, 3.707], [2.172, 0.526, 0.807], [0.888, 0.018, 0.490], [0.232, 0.376, -0.621], [0.834, 1.152, -1.540], [2.089, 1.769, -1.308], [2.765, 1.455, -0.096], [1.596, 2.611, -5.395], [3.210, 2.164, -4.823], [1.792, 1.208, -4.325], [2.390, 4.136, -3.604], [0.888, 3.289, -3.157], [4.146, 4.073, -2.467], [3.095, 4.488, -1.093], [5.374, 2.504, -1.242], [5.057, 3.775, -0.044], [5.669, 1.944, 1.331], [4.281, 2.629, 2.203], [4.896, -0.272, 1.564], [4.506, 0.480, 3.127], [2.123, -1.788, 2.182], [3.273, -1.199, 3.410], [0.978, -1.407, 4.307], [1.555, 0.265, 4.391], [0.371, -0.207, 3.149], [0.384, -0.689, 1.153], [0.295, 1.333, -2.473]], "atomic_forces_ev_per_a": [[-0.23, 0.41, 0.44], [0.40, 0.06, -0.29], [-0.33, -0.95, -0.38], [0.71, 1.01, -0.52], [0.33, 0.04, 0.27], [-0.56, 0.07, 0.58], [-1.78, -0.15, -0.08], [0.43, -0.94, -0.31], [-0.06, 0.24, -0.23], [-0.46, -0.52, 0.76], [0.47, 1.15, -0.12], [-0.07, 0.46, 0.18], [0.28, -0.19, -0.55], [-0.15, -0.14, 0.02], [0.11, 0.41, 0.38], [0.41, -0.18, -0.34], [-0.10, -0.01, 0.11], [-0.08, -0.15, 0.03], [0.22, -0.05, -0.06], [-0.06, 0.04, -0.24], [-0.03, 0.18, 0.32], [0.29, -0.05, -0.14], [0.25, -0.13, -0.33], [-0.07, -0.14, 0.03], [-0.16, 0.14, 0.01], [0.11, 0.08, 0.19], [-0.10, -0.04, 0.29], [-0.02, -0.33, 0.01], [-0.06, -0.24, 0.23], [0.05, -0.28, -0.24], [0.05, 0.04, -0.19], [0.11, -0.23, 0.56], [0.29, 0.03, -1.11], [-0.25, 0.43, 0.22], [0.43, -0.29, -0.36], [0.48, 0.14, 0.08], [-0.21, 0.35, 0.36], [0.34, -0.39, -0.17], [-0.12, -0.20, 1.09], [0.10, 0.36, -0.55], [-0.02, -0.02, 0.34], [-0.46, -0.01, -1.05], [0.58, 0.67, -0.32], [0.71, -0.22, -0.62], [0.41, 0.25, 0.84], [-0.70, -0.39, 0.81], [-1.21, -0.37, -0.16], [0.05, -0.12, 0.01], [-0.18, -0.07, 0.09], [0.08, 0.12, 0.00], [-0.31, -0.15, -0.01], [0.09, 0.16, -0.06], [0.01, 0.00, 0.28], [0.07, -0.10, -0.10], [-0.10, 0.10, 0.14], [-0.04, -0.02, -0.15], [-0.09, -0.07, 0.12], [0.10, -0.10, -0.13], [-0.08, 0.11, 0.08], [0.13, 0.05, -0.22], [0.12, -0.01, 0.10], [-0.28, -0.16, -0.14], [-0.08, 0.12, 0.00], [-0.10, -0.09, -0.14], [0.15, 0.00, 0.12], [0.11, 0.26, -0.18], [0.09, 0.01, 0.36]], "mulliken_charge": [-1.417, 0.843, 0.218, -0.325, -0.829, 0.385, -0.266, 0.962, -0.969, 0.245, -0.342, 0.988, -1.486, -0.679, -0.718, -0.793, -0.656, 0.377, 0.344, 0.317, 0.965, 0.404, 0.894, 0.380, 0.336, 0.329, 0.344, 0.355, 0.455, 0.327, -1.101, -0.866, 0.102, -0.722, -0.807, -0.108, -0.868, -0.756, 0.086, -0.850, -1.020, 0.076, -0.778, -0.168, -0.798, 0.055, 0.948, 0.377, 0.319, 0.281, 0.455, 0.463, 0.475, 0.279, 0.295, 0.465, 0.484, 0.308, 0.298, 0.477, 0.414, 0.465, 0.377, 0.321, 0.238, 0.438, 0.354]}